## a
13 unconnected molecules or ions with the total composition H26O13. Source: OMol25; level of theory: ωB97M-V/def2-TZVPD.

Summary:
**HOMO energy**: -11.1 eV
**Kohn-Sham gap**: 11.002 eV

Structure (XYZ):
```
39
Properties=species:S:1:pos:R:3:lowdin_charge:R:1
O -2.8061 1.8612 1.8971 -0.054
H -2.7216 2.6499 2.4329 0.029
H -3.6028 1.4379 2.2171 0.029
O -1.0314 -3.8403 3.7323 -0.053
H -1.0285 -4.6651 4.2180 0.031
H -0.4623 -3.2612 4.2392 0.024
O -0.8567 -5.3364 -0.5868 -0.054
H -1.4280 -4.9265 -1.2363 0.027
H -0.9301 -4.7755 0.1854 0.022
O -5.0018 -1.9140 3.2310 -0.055
H -4.9442 -2.2141 4.1381 0.028
H -4.1818 -2.2026 2.8303 0.025
O 3.7728 3.2748 -3.4355 -0.052
H 4.6661 3.3866 -3.7609 0.031
H 3.7736 3.7041 -2.5800 0.021
O 0.9681 0.1426 0.3727 -0.054
H 1.0874 0.9350 -0.1510 0.026
H 0.0485 0.1661 0.6373 0.026
O 3.6973 4.5702 0.8934 -0.056
H 4.5201 4.1645 1.1667 0.029
H 3.2751 4.8315 1.7117 0.029
O -3.5190 1.9163 -2.6568 -0.051
H -2.9359 2.5945 -2.9978 0.026
H -3.5264 2.0599 -1.7105 0.025
O 3.4721 -3.6783 -0.9781 -0.055
H 3.0858 -3.2100 -0.2381 0.025
H 3.3936 -4.6032 -0.7443 0.029
O 1.5956 -0.8464 5.7722 -0.055
H 1.5607 0.0386 6.1354 0.029
H 2.2815 -0.8054 5.1058 0.029
O -0.5609 5.2532 -2.5009 -0.053
H -0.1779 5.2526 -3.3781 0.030
H 0.1895 5.3290 -1.9115 0.025
O -2.5586 -2.2621 -3.3659 -0.053
H -3.1111 -1.5043 -3.1745 0.024
H -1.6803 -1.8975 -3.4749 0.026
O 1.7144 -0.6502 -4.3418 -0.052
H 1.9450 -1.2001 -3.5929 0.027
H 2.0184 0.2246 -4.0998 0.022
```

=====

## b
13 unconnected molecules or ions with the total composition H26O13. Source: OMol25; level of theory: ωB97M-V/def2-TZVPD.

Summary:
**HOMO energy**: -9.7 eV
**Kohn-Sham gap**: 8.614 eV

Structure (XYZ):
```
39
Properties=species:S:1:pos:R:3:lowdin_charge:R:1
O 1.3132 -0.4978 -3.0096 -0.032
H 1.2682 -1.4513 -3.0803 0.051
H 1.9121 -0.3392 -2.2799 -0.001
O 1.6280 2.9055 1.4973 -0.020
H 1.3870 3.0299 0.5794 0.038
H 2.5801 3.0037 1.5109 0.061
O 1.6229 -3.3106 -1.0426 -0.060
H 1.6067 -4.1872 -0.6585 0.037
H 1.0661 -2.7861 -0.4671 -0.027
O -1.9215 -1.9646 -1.4218 -0.043
H -1.3497 -2.3038 -2.1104 0.045
H -1.3471 -1.4281 -0.8755 -0.028
O 2.6531 0.5324 -0.6773 -0.024
H 3.4589 0.0635 -0.4604 0.090
H 2.9230 1.4468 -0.7621 0.080
O -3.7783 1.1953 -0.9485 -0.052
H -3.7647 0.3837 -0.4412 -0.010
H -3.0259 1.6919 -0.6269 -0.028
O 2.0899 -0.3464 1.9736 -0.035
H 2.8958 -0.7383 2.3099 0.049
H 2.3584 0.1058 1.1738 -0.028
O -0.4732 1.9030 3.0422 -0.059
H -0.0751 1.5168 3.8222 0.037
H 0.2666 2.1001 2.4677 -0.036
O 0.2211 -2.6602 1.1949 -0.054
H -0.6054 -2.7084 1.6753 0.049
H 0.3148 -1.7343 0.9709 -0.018
O -1.1911 0.6089 -2.6658 -0.061
H -0.2777 0.3348 -2.7475 -0.034
H -1.3587 0.6075 -1.7233 -0.032
O -1.3761 2.2822 0.0852 -0.025
H -0.7595 2.9641 -0.1814 0.066
H -1.8376 2.6562 0.8358 0.076
O -3.1869 -0.9283 0.9540 -0.027
H -2.5898 -0.8128 1.6931 0.043
H -2.8516 -1.6968 0.4923 0.019
O -0.0313 -0.1820 -0.1119 -0.049
H -0.5627 0.4886 0.3173 0.031
H 0.7980 0.2556 -0.3041 0.012
```

=====

## c
13 unconnected molecules or ions with the total composition H26O13. Source: OMol25; level of theory: ωB97M-V/def2-TZVPD.

Summary:
**HOMO energy**: -10.2 eV
**Kohn-Sham gap**: 10.131 eV

Structure (XYZ):
```
39
Properties=species:S:1:pos:R:3:lowdin_charge:R:1
H 0.9255 -0.2114 -0.9273 0.077
H -0.1099 -0.2349 0.1949 -0.008
H 0.7082 1.2523 -0.2855 0.007
H 0.1115 2.2475 0.6863 0.020
H -2.4643 -4.4051 1.4593 -0.011
H -1.4644 -4.3399 0.2216 0.057
H 1.8298 2.7020 -1.0567 0.051
H 3.1085 1.8311 -0.4690 0.117
H 2.6068 2.8924 1.5629 0.091
H 3.9986 3.3614 1.5479 0.017
H -5.2371 0.9697 1.8541 0.047
H -3.8824 0.8592 1.3898 -0.050
H -2.2929 2.2672 3.3579 0.035
H -1.7577 0.8629 2.8713 0.078
H 3.1987 -0.7760 2.5668 -0.029
H 4.0993 -1.7655 3.0253 0.053
H -1.0518 -1.0884 1.9435 0.032
H -1.3103 -2.4781 2.4490 0.031
H -1.6825 -0.8048 0.0784 0.055
H -2.9604 -0.6127 0.7569 0.004
H 2.2918 -3.2734 -3.8972 0.013
H 1.5941 -4.5636 -4.3303 0.041
H -0.1629 0.1829 -2.5254 0.009
H -0.3172 0.0073 -4.1688 0.108
H 0.3814 1.5283 -4.1523 -0.111
H 0.1893 3.0188 -4.2112 0.050
O 0.0108 -0.1313 -0.6964 -0.053
O 0.5212 1.4358 0.6441 -0.042
O -2.3034 -4.0787 0.6252 -0.017
O 2.5673 2.7107 -0.4083 -0.150
O 3.5631 2.5313 1.4748 -0.110
O -4.7434 0.8561 1.0319 -0.039
O -2.1257 1.7704 2.5560 -0.079
O 3.2660 -1.3295 3.2855 -0.028
O -1.2798 -1.5631 2.8085 -0.081
O -2.2875 -0.0955 0.4141 -0.037
O 1.5213 -3.7945 -3.7430 -0.055
O 0.2701 -0.0041 -3.3517 -0.060
O 0.6702 2.2633 -4.5828 -0.031
```

=====

## d
13 unconnected molecules or ions with the total composition H26O13. Source: OMol25; level of theory: ωB97M-V/def2-TZVPD.

Summary:
**HOMO energy**: -11.0 eV
**Kohn-Sham gap**: 10.093 eV

Structure (XYZ):
```
39
Properties=species:S:1:pos:R:3:lowdin_charge:R:1
H 0.3708 1.1762 1.0430 0.051
H -0.6700 0.5672 0.1179 0.037
H -2.8302 -2.4096 0.0783 0.001
H -1.8039 -2.7475 1.1473 -0.001
H 1.1383 1.0515 -1.3741 -0.015
H 0.8685 2.2272 -2.2988 0.046
H 1.3720 2.1750 2.1408 0.006
H 2.8401 2.0508 2.5138 0.042
H -4.3644 -0.9417 0.9525 0.064
H -2.9734 -0.3315 0.8981 0.028
H 3.8829 -0.7226 -1.7150 0.031
H 4.7558 -0.5307 -2.9443 0.070
H -3.3107 4.1954 -1.5714 0.047
H -2.8514 2.9461 -0.8376 -0.003
H 4.9529 0.2353 -0.5281 -0.032
H 4.2758 0.2042 0.8323 0.003
H -0.2625 -0.8774 -1.5886 0.069
H -0.7665 0.5452 -1.7682 0.040
H -2.4190 1.9861 2.1301 0.035
H -1.9803 2.7393 0.8850 -0.003
H 0.3603 -3.3734 3.2199 0.051
H 0.1203 -2.6568 1.9012 0.017
H 2.2493 -0.7929 0.0765 0.005
H 2.3780 -2.2995 -0.0774 0.054
H -3.5824 -1.9197 -2.3242 0.036
H -2.1286 -1.9635 -1.8829 -0.034
O 0.1887 1.0050 0.1122 -0.081
O -2.0057 -2.8896 0.2156 -0.070
O 1.3746 1.9747 -1.5183 -0.068
O 1.9573 2.0752 2.9000 -0.036
O -3.5056 -0.9674 1.3894 -0.035
O 4.8046 -0.6674 -1.9915 -0.034
O -3.6072 3.3174 -1.3066 -0.044
O 5.1150 0.4110 0.4057 -0.062
O -1.0736 -0.3589 -1.6371 -0.040
O -2.2673 2.8769 1.7948 -0.033
O -0.2695 -3.3101 2.4930 -0.049
O 2.4274 -1.5957 0.5792 -0.032
O -2.7604 -2.4036 -2.4627 -0.062
```

=====

Relative energies with respect to the most stable structure, expressed in kcal/mol: a 22.5; b 0.0; c 105.4; d 52.2.

=====

## a
13 unconnected molecules or ions with the total composition H26O13. Source: OMol25; level of theory: ωB97M-V/def2-TZVPD.

Summary:
**HOMO energy**: -10.0 eV
**Kohn-Sham gap**: 9.652 eV

Structure (XYZ):
```
39
Properties=species:S:1:pos:R:3:lowdin_charge:R:1
O 0.3341 1.3601 2.1821 -0.030
H 0.6146 1.7817 3.0035 0.076
H -0.4854 0.9059 2.4048 0.032
O 2.9876 0.2610 0.2159 -0.076
H 2.0128 0.3467 0.3791 0.003
H 3.0340 1.2132 0.4553 0.049
O 1.3838 -1.2425 1.6652 -0.081
H 1.3777 -0.2812 1.7916 0.009
H 0.4947 -1.5089 2.0114 0.065
O 0.2520 1.2527 -0.6237 -0.072
H 0.5338 2.1412 -0.3059 0.060
H -0.6271 1.1888 -0.2363 -0.002
O 3.0884 -3.1459 0.9519 -0.100
H 3.6979 -2.6586 0.3831 0.022
H 2.4334 -2.4044 0.9485 -0.024
O -2.5984 0.8160 1.1037 -0.044
H -3.5558 0.9049 1.0699 0.081
H -2.3185 -0.0431 0.7582 0.008
O 2.4335 2.5834 -1.0478 -0.069
H 1.8598 2.8329 -1.7757 0.046
H 2.7550 1.7027 -1.2697 0.017
O 0.5760 -2.3695 -1.0648 -0.082
H 1.0283 -1.4951 -1.1976 0.047
H 1.1195 -2.9285 -1.6823 0.083
O -2.1376 -0.0408 -2.6248 -0.034
H -1.9215 0.7086 -2.0668 -0.021
H -3.0053 -0.3261 -2.2892 0.061
O -1.5052 -1.6962 0.7817 -0.053
H -1.2102 -1.6323 -0.1142 0.019
H -1.1149 -2.5062 1.1215 0.078
O -2.6732 2.6680 -0.9845 -0.047
H -2.7957 2.1074 -0.1972 -0.010
H -2.7284 1.9334 -1.6076 -0.004
O -2.6774 -1.3948 3.1478 -0.040
H -1.9479 -0.8734 3.4670 0.022
H -2.9017 -1.2498 2.2365 -0.013
O 1.5902 0.3378 -3.3668 -0.051
H 1.9812 0.4404 -4.2331 0.036
H 0.6160 0.3104 -3.3905 0.038
```

=====

## b
13 unconnected molecules or ions with the total composition H26O13. Source: OMol25; level of theory: ωB97M-V/def2-TZVPD.

Summary:
**HOMO energy**: -11.0 eV
**Kohn-Sham gap**: 11.048 eV

Structure (XYZ):
```
39
Properties=species:S:1:pos:R:3:lowdin_charge:R:1
O 10.5464 8.5256 4.6889 -0.052
H 9.9679 7.8281 4.3128 0.033
H 11.3054 8.5688 4.1215 0.043
O 6.9111 4.4363 6.3578 -0.063
H 6.3496 4.6785 5.6402 0.025
H 7.1487 5.3110 6.7384 -0.017
O 4.4566 7.1763 8.4611 -0.057
H 5.2976 7.6388 8.5817 0.033
H 3.7515 7.7370 8.8493 0.066
O 5.6002 4.3712 9.7289 -0.053
H 5.3765 5.2824 9.4270 0.027
H 5.6158 3.8466 8.9430 0.016
O 8.3539 6.5602 4.2571 -0.066
H 8.7802 5.7624 4.6352 0.027
H 7.5808 6.7528 4.8324 0.012
O 8.1906 9.6966 6.2339 -0.044
H 8.7340 10.2135 5.6452 0.034
H 8.6195 9.7704 7.0985 0.021
O 9.8964 9.5296 9.1432 -0.061
H 9.1322 9.2894 9.6667 0.029
H 10.0965 8.6594 8.7383 0.006
O 9.6533 3.8431 5.5705 -0.071
H 9.2280 3.2587 4.9422 0.047
H 8.9791 3.7362 6.2944 0.052
O 5.7550 7.7482 5.5451 -0.062
H 6.0478 8.6703 5.4656 0.048
H 4.7691 7.7160 5.6360 0.082
O 8.5129 5.6604 10.0688 -0.049
H 8.4664 6.3673 9.4357 -0.023
H 7.7586 5.1130 9.8075 0.009
O 7.6323 6.7019 7.5028 -0.064
H 8.5916 6.8941 7.5479 0.018
H 7.0936 7.3600 7.0792 0.004
O 10.1907 7.4003 7.2610 -0.066
H 10.5977 7.7879 6.4807 0.031
H 10.7907 6.6236 7.3657 0.064
O 11.2356 4.6655 7.9255 -0.053
H 10.8935 4.4361 8.7908 0.042
H 10.9992 4.0102 7.2422 0.027
```

=====

## c
13 unconnected molecules or ions with the total composition H26O13. Source: OMol25; level of theory: ωB97M-V/def2-TZVPD.

Summary:
**HOMO energy**: -9.8 eV
**Kohn-Sham gap**: 9.603 eV

Structure (XYZ):
```
39
Properties=species:S:1:pos:R:3:lowdin_charge:R:1
H -1.2391 -1.1944 0.1514 0.052
H -0.3436 -0.5605 -0.9004 0.006
H 2.7869 -0.3000 4.1549 0.032
H 2.3245 0.1612 2.7825 0.004
H 3.6308 1.3834 0.0333 0.045
H 2.5616 2.4520 -0.1244 0.000
H 3.4956 -2.7149 -3.3512 0.047
H 1.9820 -2.7972 -3.2396 0.047
H -0.7339 2.2366 2.8542 0.034
H -0.2662 0.8959 2.3121 0.017
H 1.0676 3.1908 0.2774 0.012
H 1.3960 4.6150 -0.1396 0.047
H -2.5033 1.2745 -0.4515 0.018
H -2.6777 2.7664 -0.2200 0.049
H 0.2203 -4.4884 2.8641 0.034
H -0.6425 -3.4239 2.2064 0.019
H -0.7566 2.1382 -2.5544 0.074
H 0.2765 1.2410 -1.8928 0.015
H -3.9037 -2.4749 -0.2269 0.024
H -4.0855 -1.1170 -0.8851 -0.002
H 1.5852 -1.1752 -0.4228 -0.016
H 3.0350 -1.5793 -0.6344 0.026
H 0.7638 -0.9228 -2.3013 -0.001
H 1.2805 0.2542 -3.1122 0.047
H -4.1268 0.0377 1.6098 0.053
H -5.4830 -0.1760 0.9579 0.056
O -0.7772 -0.3753 -0.0597 -0.026
O 2.8779 -0.4981 3.2160 -0.064
O 2.9279 1.8323 0.5165 -0.045
O 2.7145 -2.1724 -3.1942 -0.070
O -0.0480 1.5688 2.9668 -0.055
O 0.8278 3.8694 -0.3637 -0.047
O -2.0122 2.1036 -0.4361 -0.094
O 0.0384 -3.5420 2.8784 -0.054
O -0.6429 1.5216 -1.8224 -0.094
O -4.1372 -2.0623 -1.0661 -0.065
O 2.3448 -1.5493 0.0376 -0.038
O 0.8471 -0.6015 -3.2061 -0.041
O -4.6051 0.1825 0.7856 -0.048
```

=====

## d
13 unconnected molecules or ions with the total composition H26O13. Source: OMol25; level of theory: ωB97M-V/def2-TZVPD.

Summary:
**HOMO energy**: -9.4 eV
**Kohn-Sham gap**: 8.904 eV

Structure (XYZ):
```
39
Properties=species:S:1:pos:R:3:lowdin_charge:R:1
H 0.3114 -0.3430 -0.2965 -0.001
H -0.7970 0.5891 0.1646 0.021
H -2.5724 -2.8117 -0.5007 0.015
H -1.6953 -3.7137 0.3521 0.040
H 4.4974 1.8787 -1.4217 0.036
H 3.8549 1.0842 -2.5469 0.017
H 0.3017 1.7594 -1.9910 0.008
H 0.7786 0.5977 -2.8472 0.052
H -1.5022 2.1108 -2.4308 0.057
H -1.9504 3.0778 -1.3473 0.063
H -0.2954 4.1546 1.0870 0.023
H -0.1292 3.3257 2.3500 0.033
H 1.2528 -1.8332 0.5536 -0.009
H 0.4862 -2.5401 1.6594 0.047
H -4.3301 0.3532 1.3690 0.074
H -3.5337 0.3657 0.0746 0.041
H 1.7961 -1.2230 -2.0029 0.005
H 2.4575 -2.5865 -1.8877 0.054
H -3.3428 0.9593 3.3177 0.029
H -2.5607 1.2203 2.0409 -0.010
H 3.3772 -2.1673 1.9466 0.017
H 2.8492 -1.3894 3.1408 0.039
H -4.3818 -1.6158 -1.2795 0.028
H -3.5875 -0.4987 -1.9362 0.020
H 3.1308 -0.1246 0.3468 0.018
H 4.1872 0.4559 1.2726 0.046
O -0.6473 -0.2828 -0.2180 -0.063
O -1.8711 -2.7857 0.1600 -0.057
O 4.6960 1.2192 -2.0959 -0.061
O 0.8866 0.9935 -1.9751 -0.053
O -1.4873 2.2424 -1.4761 -0.042
O 0.3602 3.6574 1.5888 -0.055
O 1.1338 -2.6976 0.9631 -0.056
O -3.4358 0.2460 1.0259 -0.059
O 1.6021 -2.1483 -1.8154 -0.032
O -2.4618 0.8760 2.9358 -0.087
O 3.6522 -1.5477 2.6318 -0.084
O -4.2689 -1.1554 -2.1188 -0.045
O 3.2387 0.2977 1.2065 -0.069
```

=====

Relative energies with respect to the most stable structure, expressed in kcal/mol: a 57.2; b 0.0; c 100.6; d 92.4.

=====

## a
13 unconnected molecules or ions with the total composition H26O13. Source: OMol25; level of theory: ωB97M-V/def2-TZVPD.

Summary:
**HOMO energy**: -11.3 eV
**Kohn-Sham gap**: 10.787 eV

Structure (XYZ):
```
39
Properties=species:S:1:pos:R:3:lowdin_charge:R:1
O 1.8703 1.9131 -1.3673 -0.055
H 2.7707 2.0213 -1.0922 0.044
H 1.7716 1.0409 -0.9876 -0.023
O -2.6747 -1.0156 -1.2512 -0.081
H -3.4001 -1.3293 -0.7106 0.022
H -2.8544 -0.0341 -1.4947 0.100
O -3.5990 -0.4762 1.1364 -0.164
H -3.1991 0.2655 0.5774 -0.007
H -3.9649 -0.0699 2.0379 0.123
O 1.6978 -0.4860 3.9408 0.044
H 0.8692 -0.5581 3.7682 -0.095
H 2.0671 0.0276 3.2249 0.043
O 0.6869 3.5839 1.3886 -0.073
H -0.2359 3.8017 1.6079 0.036
H 0.6862 2.7363 0.8778 0.013
O 2.2134 -1.4039 -2.9617 -0.102
H 1.8551 -0.8239 -3.5625 -0.013
H 1.4832 -1.1310 -2.2269 0.029
O -0.2312 0.3802 1.8812 -0.065
H 0.1089 0.5003 0.9582 0.040
H 0.5878 0.4745 2.4209 0.034
O 0.4162 2.3803 -3.6515 -0.083
H 0.5481 2.8257 -2.7586 0.052
H -0.5208 2.2698 -3.7676 0.011
O 1.0747 -2.1567 1.6186 -0.037
H 1.7348 -2.8890 1.3180 0.126
H 0.3606 -2.5204 1.2206 -0.067
O -2.1538 1.7185 0.4547 -0.112
H -1.5473 0.8200 0.2109 0.119
H -1.8039 2.0788 1.2592 0.015
O -1.8065 -3.7914 1.6398 -0.084
H -1.2485 -3.1632 2.1358 0.029
H -2.1781 -3.5167 0.7477 0.068
O 0.1501 -0.7359 -1.6853 0.101
H -0.2342 -0.0516 -2.1829 0.066
H -0.3560 -1.2382 -1.2564 -0.059
O 2.9974 -0.2578 -0.7094 -0.134
H 2.7388 -1.1983 -1.1945 0.120
H 3.3189 0.0087 -1.5645 0.019
```

=====

## b
13 unconnected molecules or ions with the total composition H26O13. Source: OMol25; level of theory: ωB97M-V/def2-TZVPD.

Summary:
**HOMO energy**: -9.7 eV
**Kohn-Sham gap**: 9.357 eV

Structure (XYZ):
```
39
Properties=species:S:1:pos:R:3:lowdin_charge:R:1
H -0.5169 -1.1677 0.0118 0.045
H -0.5967 0.2033 0.6079 -0.002
H -1.3167 -2.0618 2.9178 0.068
H 0.2140 -1.9118 3.4273 -0.016
H -1.4551 0.8816 -2.2338 0.074
H -1.4959 1.1408 -3.7009 0.073
H 1.3342 2.0309 -0.6551 0.101
H 0.2736 0.8867 -1.1647 -0.001
H -1.2198 2.4503 0.9952 0.053
H -1.3366 3.9008 0.5742 -0.020
H 2.6986 2.7439 0.9345 -0.051
H 2.5638 4.2278 0.7460 0.095
H -2.9639 -4.7565 0.9044 0.033
H -4.2882 -5.4875 0.7006 0.026
H 1.9251 -0.2403 3.3590 0.016
H 2.4520 -1.3841 4.3458 0.032
H -2.0780 -2.3330 0.0501 0.041
H -3.2342 -2.4000 1.0300 0.035
H 1.0261 1.0311 -4.4054 0.022
H 0.7716 1.3330 -2.9799 -0.048
H 1.5071 1.5091 1.8858 0.093
H 2.5007 0.8143 0.9884 0.024
H -1.7746 -1.8382 -2.4829 0.107
H -0.6620 -0.7082 -2.9118 0.036
H 2.9038 0.7449 -2.3885 0.042
H 1.8420 0.2118 -1.5301 -0.034
O -0.1222 -0.5982 0.7447 -0.060
O -0.3611 -2.4215 2.8577 -0.105
O -0.8939 1.1341 -2.9831 -0.091
O 0.7038 1.6903 -1.3867 -0.090
O -0.8155 3.1796 0.4958 -0.001
O 2.1018 3.3998 1.0069 -0.009
O -3.7607 -5.0615 1.3675 -0.047
O 1.9395 -0.5735 4.3103 -0.092
O -2.4665 -1.8626 0.8160 -0.057
O 1.1744 1.7214 -3.7736 -0.099
O 2.1381 0.7092 1.8595 -0.055
O -1.2169 -1.0393 -2.2059 -0.083
O 2.5053 -0.0991 -2.1347 -0.056
```

=====

Relative energies with respect to the most stable structure, expressed in kcal/mol: a 17.6; b 0.0.